A gas-phase ion, C30H41N4 (charge +1), computed with ωB97M-V with the def2-TZVPD basis set.

Values from the calculation:
- HOMO-LUMO gap: 7.12 eV
- Energy above the lowest of the compared OMol25 structures with the same formula, charge and spin: 27.2 kcal per mole
- Calculated total energy: -37729.889 eV
- HOMO: -9.38 eV
- LUMO energy: -2.257 eV
- Net charge: +1
- Multiplicity: 1

Last column: Löwdin charge in e.
Geometry (Å):
C -2.80 3.25 4.28  -0.05
N -3.13 2.06 3.54  -0.14
C -4.52 1.66 3.62  -0.17
C -4.77 0.23 3.17  -0.16
C -4.09 -0.02 1.83  -0.15
C -2.67 0.44 1.83  -0.13
C -1.78 -0.10 0.93  -0.02
C -0.49 0.38 0.74  -0.15
C 0.21 0.12 -0.61  -0.15
C 1.63 0.84 -0.69  -0.14
C 1.73 2.16 -0.19  -0.07
C 2.93 2.85 -0.05  0.00
C 4.13 2.30 -0.57  -0.17
C 4.02 1.04 -1.22  -0.15
C 2.79 0.37 -1.32  -0.01
C 5.24 0.44 -1.84  -0.15
C 6.55 0.96 -1.26  -0.17
C 6.53 2.47 -1.14  -0.18
N 5.33 2.94 -0.46  -0.14
C 5.46 4.28 0.06  -0.06
N 0.11 -1.27 -1.00  0.04
C 1.30 -2.10 -0.78  -0.14
C 0.99 -3.56 -0.60  -0.14
C 0.14 -4.00 -1.75  -0.14
N -1.03 -3.15 -1.84  -0.02
C -1.02 -1.86 -1.51  -0.11
C -2.34 -1.14 -1.83  -0.07
C -3.59 -1.70 -1.13  -0.19
C -4.31 -2.87 -1.81  -0.20
C -3.41 -4.07 -1.97  -0.17
C -2.08 -3.73 -2.67  -0.13
C 0.01 1.15 1.82  -0.05
C -0.83 1.75 2.74  0.01
C -2.22 1.44 2.73  -0.16
H -1.92 3.74 3.86  0.08
H -3.65 3.95 4.23  0.10
H -2.61 3.02 5.34  0.10
H -4.85 1.79 4.66  0.13
H -5.12 2.34 2.99  0.13
H -4.36 -0.47 3.90  0.12
H -5.85 0.05 3.10  0.12
H -4.14 -1.09 1.59  0.11
H -4.66 0.48 1.02  0.13
H -2.13 -0.96 0.39  0.07
H -0.39 0.70 -1.36  0.16
H 0.83 2.66 0.15  0.12
H 2.95 3.80 0.48  0.11
H 2.80 -0.53 -1.95  0.10
H 5.21 -0.65 -1.71  0.12
H 5.23 0.64 -2.92  0.13
H 7.39 0.68 -1.90  0.12
H 6.73 0.53 -0.27  0.12
H 6.61 2.94 -2.14  0.14
H 7.39 2.83 -0.56  0.12
H 5.00 4.37 1.05  0.09
H 6.53 4.50 0.16  0.09
H 5.02 5.05 -0.60  0.10
H 1.95 -2.05 -1.67  0.12
H 1.87 -1.72 0.08  0.15
H 1.94 -4.10 -0.64  0.13
H 0.54 -3.77 0.37  0.13
H 0.70 -3.96 -2.69  0.15
H -0.20 -5.03 -1.60  0.14
H -2.51 -1.18 -2.92  0.13
H -2.24 -0.08 -1.58  0.11
H -4.32 -0.89 -1.00  0.12
H -3.38 -2.06 -0.12  0.10
H -5.18 -3.16 -1.20  0.12
H -4.72 -2.55 -2.78  0.12
H -3.20 -4.54 -1.00  0.13
H -3.92 -4.83 -2.57  0.12
H -2.28 -3.09 -3.54  0.13
H -1.67 -4.67 -3.06  0.13
H 1.09 1.28 1.91  0.11
H -0.44 2.49 3.45  0.10